18
Properties=species:S:1:pos:R:3:forces:R:3:nbo_charge:R:1 method="wB97M-V/def2-TZVPD" smiles=O.O.O.O.O.O de_lowest_ev=0.956 max_force_ev_per_a=0.5 molar_mass_g_mol=108.09 spin_multiplicity=1 e_lumo_ha=0.001 charge=0 energy_ha=-458.637331
O -0.3927 -1.7972 -3.3326 0.0491 -0.0675 0.0538 -0.953
H 0.1555 -1.4250 -2.6300 -0.1582 0.1037 0.0480 0.484
H -1.2807 -1.8057 -2.9593 0.0809 0.0522 0.0033 0.469
O -0.1546 -0.2493 -0.6356 0.0639 -0.1921 0.0187 -1.011
H -0.2755 0.7097 -0.6174 -0.0548 -0.3284 0.2006 0.477
H 0.0038 -0.4811 0.3006 -0.1387 0.1669 -0.0272 0.505
O -0.7557 -3.3771 0.1965 0.1146 -0.0054 -0.1123 -0.943
H -0.3960 -4.1505 -0.2519 -0.0424 0.0826 0.0215 0.467
H -0.5766 -2.6419 -0.4028 -0.0718 -0.0104 0.0389 0.475
O 0.2006 -0.4278 2.2483 0.2608 0.0665 -0.1835 -0.971
H 0.4483 0.5014 2.4136 -0.0308 -0.1069 0.0228 0.499
H 1.0317 -0.9166 2.2939 -0.1446 0.0000 0.1177 0.474
O 0.2997 2.5800 -0.6414 -0.3031 0.3041 -0.2632 -0.965
H -0.2041 3.4055 -0.6464 0.0741 -0.1336 -0.0845 0.487
H 0.2872 2.2791 -1.5613 0.2101 0.1400 0.1217 0.497
O 0.8124 2.3626 2.2199 -0.2687 0.0762 -0.2160 -0.962
H 0.2989 3.0179 2.7060 0.0649 -0.1143 0.0112 0.477
H 0.4979 2.4159 1.2999 0.2947 -0.0334 0.2286 0.494

18
Properties=species:S:1:pos:R:3:forces:R:3:nbo_charge:R:1 method="wB97M-V/def2-TZVPD" smiles=O.O.O.O.O.O de_lowest_ev=2.044 max_force_ev_per_a=0.7 molar_mass_g_mol=108.09 spin_multiplicity=1 e_lumo_ha=0.017 charge=0 energy_ha=-458.597346
O -0.0598 -0.6135 0.0729 0.3900 -0.3169 0.2433 -0.935
H -0.4448 -0.3865 0.9269 0.1114 0.0153 -0.0656 0.465
H 0.8574 -0.8270 0.2784 -0.0092 0.0853 0.1837 0.469
O -2.7148 3.1847 0.8909 -0.0529 -0.0717 -0.2002 -0.923
H -2.1691 2.6448 0.3080 0.0524 0.1655 0.3157 0.453
H -3.4918 3.3918 0.3594 0.0085 0.0315 0.0903 0.470
O 5.1815 0.6684 -1.3518 0.0286 -0.1528 -0.1288 -0.937
H 5.9117 0.6140 -1.9785 -0.0370 0.0510 0.0855 0.468
H 4.5095 0.0861 -1.7236 -0.0014 0.0973 0.0562 0.469
O 2.6970 -0.7937 2.1665 0.0743 -0.1337 -0.1177 -0.944
H 3.5030 -0.3321 2.4238 -0.0966 0.0559 -0.0432 0.477
H 3.0133 -1.5818 1.7108 -0.0050 0.0284 0.0914 0.468
O -1.9608 0.5624 -1.2424 -0.5015 0.5127 -0.0800 -0.910
H -2.5673 0.1625 -0.6090 -0.0261 -0.2425 -0.0948 0.475
H -1.9957 1.5037 -1.0384 0.0387 -0.2415 -0.3586 0.436
O -3.6421 -2.4348 -0.3568 0.0500 -0.1122 0.0436 -0.942
H -3.4633 -2.9309 -1.1636 -0.0009 0.1379 0.0202 0.473
H -3.1640 -2.9181 0.3264 -0.0234 0.0908 -0.0409 0.470

21
Properties=species:S:1:pos:R:3:forces:R:3:mulliken_charge:R:1 method="wB97M-V/def2-TZVPD" de_lowest_ev=1.071 max_force_ev_per_a=3.9 molar_mass_g_mol=191.03 spin_multiplicity=1 e_lumo_ha=-0.170 charge=+1 energy_ha=-1552.890890
O -2.3248 4.2600 4.8468 3.8626 0.5539 -0.3910 -0.499
V -0.7148 4.3886 4.5984 -3.0946 1.2637 -1.3967 1.235
O -0.5266 5.3427 3.3280 -0.3864 -1.3877 1.9222 -0.502
O -0.7501 2.3965 3.5090 0.4042 0.5082 0.3528 -0.365
H -0.4580 2.3972 2.5975 0.0485 0.2972 -0.4994 0.310
H -0.8831 1.4719 3.7177 -0.4109 -0.2391 0.3234 0.289
O 1.6747 3.8274 3.9726 -0.5150 -0.1875 0.6867 -0.512
H 1.7974 2.8815 4.0521 0.2950 -0.3085 0.0888 0.342
H 2.1168 4.0590 3.1558 0.0425 0.4282 -0.3485 0.326
O -4.6653 3.1185 6.3159 0.2240 0.2139 0.0299 -0.616
H -5.5879 2.9079 6.1716 -0.3364 -0.0648 0.1005 0.297
H -4.2086 2.2846 6.2056 0.0664 -0.2654 0.0322 0.308
O -0.1935 3.0769 6.3338 0.3447 -0.0995 -0.3614 -0.342
H -0.2853 3.1156 7.2858 -0.1935 0.2418 0.3598 0.263
H 0.0652 2.1730 6.1542 0.1323 -0.3460 -0.0612 0.288
O -5.0223 3.4975 3.3573 0.0525 -0.1845 -0.4663 -0.618
H -5.9078 3.5161 3.7202 -0.2143 0.0727 -0.0221 0.287
H -4.4504 3.4412 4.1228 0.1607 0.2326 0.3762 0.372
O 0.0499 5.9704 6.2499 -0.5332 -1.0148 -0.5702 -0.466
H -0.1121 5.7329 7.1629 -0.2220 -0.0198 0.3106 0.297
H 0.6938 6.6772 6.2964 0.2727 0.3054 -0.4665 0.304